Formula: C74H72BrN2OP3ScSi
Source: the OMol25 dataset
Level of theory: ωB97M-V/def2-TZVPD

The calculation puts the orbital gap at 6.9 eV. Its HOMO energy is -9.431 eV. The spin multiplicity is 1. As for the energy relative to the best compared isomer or geometry (same formula, charge and spin): 2.791 eV. Its charge is +1. As for the LUMO energy: -0.0920 Ha.

Geometry as XYZ:
```
155
Properties=species:S:1:pos:R:3:lowdin_charge:R:1
Sc 0.40 0.56 0.28 0.6282
C 2.07 5.43 4.52 -0.0712
C 0.70 5.25 4.42 -0.0700
C 0.16 4.64 3.30 -0.1208
C 0.99 4.21 2.27 -0.4507
C 2.37 4.38 2.38 -0.1084
C 2.91 4.99 3.51 -0.0668
P 0.38 3.34 0.79 1.0320
C -1.41 3.70 0.69 -0.3405
C -1.96 4.98 0.80 -0.0793
C -3.33 5.16 0.71 -0.0573
C -4.17 4.07 0.50 -0.0651
C -3.64 2.80 0.38 -0.0647
C -2.27 2.63 0.48 -0.1062
C 1.13 4.35 -0.54 -0.3665
C 1.12 5.75 -0.44 -0.0886
C 1.60 6.53 -1.48 -0.0668
C 2.13 5.91 -2.61 -0.0633
C 2.19 4.53 -2.68 -0.0961
C 1.71 3.71 -1.65 -0.3107
Si 1.92 1.80 -1.67 0.6240
C 2.27 1.55 -3.55 -0.3180
C 3.53 1.24 -4.06 -0.0929
C 3.77 1.23 -5.44 -0.0701
C 2.76 1.53 -6.33 -0.0734
C 1.47 1.79 -5.85 -0.0773
C 1.23 1.78 -4.48 -0.4113
P -0.43 1.89 -3.75 1.0981
C -0.74 0.11 -3.46 -0.3460
C 0.01 -0.89 -3.95 -0.0400
C 0.06 -2.33 -3.62 -0.0500
C -0.71 -3.14 -2.89 -0.0202
C -2.01 -2.78 -2.20 -0.2343
C -1.71 -0.08 -2.36 -0.1887
C -1.57 2.30 -5.11 -0.3827
C -1.80 3.66 -5.35 -0.1033
C -2.68 4.05 -6.35 -0.0784
C -3.36 3.09 -7.10 -0.0810
C -3.14 1.75 -6.86 -0.0776
C -2.25 1.35 -5.87 -0.0858
C 3.70 1.61 -0.93 -0.3010
C 4.72 2.50 -1.26 -0.0932
C 6.04 2.26 -0.92 -0.0605
C 6.39 1.08 -0.27 -0.0633
C 5.40 0.18 0.09 -0.1011
C 4.06 0.47 -0.19 -0.3760
P 2.78 -0.69 0.40 1.0516
C 3.16 -1.07 2.13 -0.3714
C 4.11 -0.39 2.89 -0.0982
C 4.21 -0.63 4.25 -0.0730
C 3.36 -1.53 4.88 -0.0667
C 2.39 -2.19 4.13 -0.0652
C 2.29 -1.96 2.77 -0.1301
C 3.14 -2.20 -0.55 -0.3296
C 3.14 -2.07 -1.95 -0.0902
C 3.44 -3.16 -2.75 -0.0817
C 3.72 -4.40 -2.17 -0.0723
C 3.71 -4.53 -0.79 -0.0678
C 3.43 -3.44 0.02 -0.0705
H 2.49 5.91 5.40 0.1082
H 0.05 5.59 5.21 0.1097
H -0.91 4.48 3.23 0.1065
H 3.02 4.04 1.58 0.1108
H 3.98 5.12 3.59 0.1091
H -1.32 5.84 0.97 0.1010
H -3.75 6.16 0.80 0.1119
H -5.24 4.22 0.43 0.1108
H -4.29 1.95 0.22 0.1102
H -1.86 1.63 0.40 0.0490
H 0.74 6.23 0.45 0.0999
H 1.58 7.61 -1.39 0.1083
H 2.50 6.51 -3.43 0.1085
H 2.63 4.08 -3.57 0.1023
H 4.35 1.04 -3.39 0.0960
H 4.77 1.01 -5.81 0.1063
H 2.95 1.54 -7.39 0.1065
H 0.66 1.98 -6.54 0.1062
H 0.77 -0.61 -4.67 0.1056
H 0.94 -2.81 -4.04 0.0971
H -0.38 -4.16 -2.74 0.1220
H -2.13 -3.44 -1.34 0.1185
H -2.53 0.61 -2.25 0.1339
H -1.29 4.40 -4.76 0.1017
H -2.85 5.10 -6.54 0.1060
H -4.06 3.40 -7.87 0.1062
H -3.67 1.00 -7.44 0.1054
H -2.07 0.29 -5.69 0.0973
H 4.48 3.41 -1.81 0.1021
H 6.81 2.97 -1.19 0.1098
H 7.43 0.86 -0.05 0.1102
H 5.66 -0.74 0.60 0.1149
H 4.76 0.34 2.43 0.0969
H 4.96 -0.10 4.83 0.1107
H 3.43 -1.70 5.94 0.1101
H 1.69 -2.87 4.62 0.1139
H 1.50 -2.45 2.20 0.0788
H 2.93 -1.11 -2.40 0.0892
H 3.47 -3.05 -3.82 0.1094
H 3.96 -5.25 -2.79 0.1080
H 3.94 -5.49 -0.33 0.1091
H 3.45 -3.55 1.10 0.0988
C -1.02 -3.11 7.49 -0.0399
C -1.68 -1.78 7.10 -0.5577
C -1.24 -0.70 8.09 -0.0643
C -3.21 -1.92 7.19 -0.0439
C -1.28 -1.42 5.67 -0.1646
C -0.48 -0.34 5.36 -0.0672
C -0.17 -0.09 4.03 -0.5328
Br 1.00 1.34 3.63 0.9712
C -0.65 -0.84 2.96 -0.3512
O -0.34 -0.45 1.71 -0.3117
C -1.41 -1.99 3.27 -0.0822
C -1.70 -2.23 4.61 0.0242
C -1.91 -2.95 2.19 -0.5096
C -2.53 -4.22 2.79 -0.0575
C -3.00 -2.23 1.38 -0.0231
C -0.76 -3.41 1.28 -0.0370
H -1.31 -3.39 8.51 0.0892
H 0.07 -3.02 7.46 0.0862
H -1.32 -3.91 6.82 0.0801
H -1.56 -0.98 9.10 0.0882
H -1.68 0.27 7.85 0.0921
H -0.15 -0.59 8.12 0.0843
H -3.51 -2.09 8.23 0.0876
H -3.58 -2.76 6.60 0.0776
H -3.70 -1.01 6.83 0.0931
H -0.06 0.30 6.12 0.1007
H -2.28 -3.11 4.85 0.0949
H -3.43 -4.01 3.35 0.0891
H -1.82 -4.74 3.43 0.0951
H -2.80 -4.89 1.97 0.0869
H -3.84 -1.96 2.03 0.1000
H -3.39 -2.90 0.60 0.0662
H -2.62 -1.32 0.92 0.0634
H 0.01 -3.90 1.88 0.0920
H -0.29 -2.58 0.74 0.0580
H -1.12 -4.14 0.56 0.0806
N -1.06 -0.59 -1.06 0.1585
C -1.74 -1.38 -1.75 -0.1708
N -3.19 -2.76 -3.05 -0.1050
C -4.42 -2.97 -2.27 -0.1734
C -4.64 -4.43 -1.88 -0.1818
C -4.64 -5.31 -3.13 -0.1940
C -3.35 -5.09 -3.93 -0.1728
C -3.17 -3.61 -4.24 -0.1732
H -5.26 -2.63 -2.89 0.1277
H -4.40 -2.32 -1.39 0.1080
H -5.59 -4.52 -1.34 0.1161
H -3.85 -4.76 -1.20 0.1004
H -5.49 -5.04 -3.76 0.1163
H -4.76 -6.36 -2.87 0.1111
H -3.36 -5.67 -4.85 0.1151
H -2.49 -5.44 -3.34 0.1078
H -4.01 -3.27 -4.86 0.1266
H -2.26 -3.42 -4.81 0.1100
```